1.
2 unconnected molecules or ions with the total composition C11H15N. Source: the Open Molecules 2025 dataset; level of theory: ωB97M-V with the def2-TZVPD basis set.

Geometry as XYZ:
```
27
Properties=species:S:1:pos:R:3
C -1.658 0.611 2.382
C 0.024 -0.795 1.195
C -0.345 0.376 1.837
C 1.438 -0.613 0.851
C 0.742 1.185 2.080
C -0.770 -1.820 0.676
C 2.040 -1.637 0.039
C -0.205 -2.630 -0.299
C 1.141 -2.540 -0.512
N 1.805 0.622 1.309
H -1.788 -2.010 0.915
H -2.331 0.903 1.567
H -1.541 1.527 3.031
H 0.857 2.180 2.680
H 2.671 1.153 1.037
H 3.078 -1.619 -0.315
H -0.907 -3.234 -0.848
H 1.549 -3.343 -1.121
H -2.172 -0.301 2.653
C -1.120 1.413 -1.923
C 0.126 1.560 -2.828
H -1.260 2.440 -1.474
H -2.012 1.007 -2.429
H -0.769 0.656 -1.325
H -0.136 2.398 -3.578
H 0.455 0.520 -3.291
H 1.088 1.991 -2.308
```

Output
* molecular weight: 161.25 u
* structure (SMILES): Cc1c[nH]c2ccccc12.CC
* multiplicity: 1
* lowest unoccupied orbital energy: 0.89 eV

In elementary charge units, the Mulliken charges are: -1.34, 0.85, 1.09, -0.07, -0.88, -0.68, -0.89, -0.63, -0.32, -0.05, 0.37, 0.28, 0.30, 0.28, 0.26, 0.34, 0.40, 0.34, 0.34, -0.18, -0.87, 0.25, 0.31, -0.25, 0.29, 0.25, 0.22



2.
2 unconnected molecules or ions with the total composition C11H15N. Source: the Open Molecules 2025 dataset; level of theory: ωB97M-V with the def2-TZVPD basis set.

Geometry as XYZ:
```
27
Properties=species:S:1:pos:R:3
C 0.085 0.645 2.815
C -0.065 -0.626 0.551
C -0.627 -0.164 1.780
C -1.163 -1.159 -0.185
C -1.954 -0.472 1.763
C 1.226 -0.644 -0.024
C 1.354 -1.178 -1.275
C 0.237 -1.548 -2.033
C -1.016 -1.711 -1.484
N -2.302 -1.107 0.605
H 2.030 -0.106 0.473
H 2.345 -1.193 -1.718
H 0.451 -1.939 -3.015
H -0.259 0.424 3.837
H -0.044 1.714 2.569
H -2.605 -0.385 2.607
H -3.255 -1.305 0.370
H -1.929 -2.187 -1.813
H 1.160 0.463 2.890
C 2.386 3.256 -1.291
C 0.974 2.724 -1.150
H 2.407 3.788 -2.247
H 2.645 3.943 -0.494
H 3.180 2.556 -1.259
H 0.829 2.273 -0.166
H 0.584 1.975 -1.793
H 0.183 3.496 -1.257
```

Output
* molecular weight: 161.25 u
* structure (SMILES): Cc1c[nH]c2ccccc12.CC
* multiplicity: 1
* lowest unoccupied orbital energy: 0.91 eV

In elementary charge units, the Mulliken charges are: -1.43, 1.00, 0.42, -0.37, -0.58, -0.22, -0.70, -0.45, -0.73, -0.04, 0.36, 0.36, 0.41, 0.41, 0.25, 0.41, 0.19, 0.38, 0.32, -0.93, -0.59, 0.28, 0.28, 0.32, 0.03, 0.28, 0.34



Stability comparison, relative energies in eV: 1 1.445; 2 0.000